(1)
C5H8O | the ωB97M-V functional and the def2-TZVPD basis

Last column: natural (NBO) charge in e.
Cartesian coordinates (Å):
C 1.86309 -0.26476 0.02931  -0.627
C 0.47665 -0.25810 -0.17679  -0.107
C -0.40096 -1.20671 -0.06893  0.124
C -1.77243 0.30925 0.16399  -0.076
C -0.40068 1.02601 -0.20081  -0.443
H 2.39104 0.52492 -0.60082  0.215
H 2.25420 -1.27148 -0.18393  0.220
H 2.22273 -0.01715 1.05432  0.218
H -0.00482 -2.22956 -0.02072  0.178
H -1.77982 0.41634 1.29516  0.170
H -2.61987 0.78246 -0.43479  0.193
H -0.44434 1.38368 -1.20451  0.198
H -0.05681 1.84431 0.50146  0.214
O -1.72799 -1.03920 -0.15294  -0.479

For the relative energy (zero: lowest compared OMol25 entry of this formula, charge and spin), the calculation gives 1.989 eV. As for the SMILES: CC1=COCC1. The multiplicity is 1.

=====

(2)
C10H14O4S | the ωB97M-V functional and the def2-TZVPD basis

Last column: natural (NBO) charge in e.
Cartesian coordinates (Å):
C -4.56649 -1.12621 -0.10473  -0.306
C -3.37383 -1.40677 0.48750  -0.219
C -4.52010 0.19046 -0.55802  0.133
C -2.59834 -0.31637 0.21899  0.132
C 0.77020 1.55500 0.20167  -0.431
C 1.50468 1.00996 -1.10142  -0.453
C -0.72159 1.25664 0.05553  -0.553
C 1.87182 -0.44620 -1.38449  -0.754
C -1.22716 -0.05563 0.59211  0.580
C 4.31531 -0.39098 0.37880  -0.799
O 3.01029 -2.49055 -0.16806  -0.935
O 1.91369 -0.86186 1.48827  -0.947
O -3.26535 0.61083 -0.46733  -0.375
O -0.66106 -0.79448 1.40499  -0.602
S 2.65685 -1.08840 0.03680  1.972
H -5.48935 -1.61768 0.02038  0.227
H -2.96471 -2.31450 0.92259  0.255
H -5.26758 0.87566 -0.78343  0.206
H 1.17525 1.07089 1.15234  0.239
H 0.90819 2.73152 0.19924  0.213
H 0.94472 1.24554 -2.03810  0.217
H 2.44792 1.52979 -1.09135  0.190
H -1.35376 2.14970 0.22501  0.270
H -1.06060 1.30859 -0.97424  0.246
H 0.91187 -1.06433 -1.48790  0.209
H 4.39969 -0.36287 1.46400  0.256
H 5.05115 -0.92718 -0.18639  0.263
H 4.25061 0.61599 -0.11370  0.232
H 0.93770 -0.88657 1.61096  0.538

As for the SMILES: C[S@@](=O)(O)=CCCCC(=O)c1ccco1. The multiplicity is 1.

=====

Number 1: frontier orbital gap 9.353 eV, molar mass 84.12 g mol⁻¹, HOMO energy -8.369 eV. Number 2: frontier orbital gap 7.528 eV, molar mass 230.29 g mol⁻¹, HOMO energy -7.797 eV.